(1)
Entry from the OMol25 dataset: 4 unconnected molecules or ions with the total composition H8O4 (ωB97M-V/def2-TZVPD).

For the relative energy (zero: lowest compared OMol25 entry of this formula, charge and spin), the calculation gives 20.1 kcal/mol. The HOMO-LUMO gap is 10.726 eV. Its charge is 0. The energy comes out at -305.747098 a.u. The SMILES is O.O.O.O. As for the LUMO energy: 0.14 eV.

Last column: natural (NBO) charge in e.
Positions of all 12 atoms, in Å:
O  15.045  33.931  15.833  -0.98
H  15.824  33.698  16.338  0.49
H  15.244  34.795  15.472  0.48
O  17.535  33.763  16.788  -0.95
H  18.085  34.286  17.371  0.49
H  17.995  32.927  16.710  0.48
O  11.946  33.186  15.320  -0.94
H  12.062  33.484  14.418  0.46
H  12.777  32.768  15.543  0.48
O  14.409  31.032  16.027  -0.95
H  14.799  31.905  16.076  0.48
H  15.036  30.518  15.518  0.46

(2)
Entry from the OMol25 dataset: a molecular structure, C21H17MoN3O (ωB97M-V/def2-TZVPD).

For the relative energy (zero: lowest compared OMol25 entry of this formula, charge and spin), the calculation gives 0.0 kcal/mol. The HOMO-LUMO gap (alpha / beta) is 6.892 / 7.016 eV. Its charge is +2. The energy comes out at -1117.579159 a.u. The spin multiplicity is 3. As for the expectation value of S²: 2.027. As for the LUMO energy (alpha / beta): -7.91 / -7.82 eV.

Last column: Löwdin spin population.
Positions of all 43 atoms, in Å:
Mo  0.171  0.190  -0.783  1.74
N  1.914  -0.966  -1.136  0.03
C  1.527  -2.387  -1.348  0.01
C  2.500  -3.220  -1.872  0.00
C  2.215  -4.555  -2.102  0.00
C  0.950  -5.038  -1.804  0.00
C  -0.011  -4.192  -1.281  0.00
C  0.247  -2.841  -1.030  0.01
C  -0.909  -2.045  -0.461  0.02
C  -1.641  -2.616  0.582  -0.01
C  -2.849  -2.077  1.009  0.03
C  -3.388  -0.956  0.392  -0.01
C  -2.669  -0.319  -0.614  0.03
C  -1.467  -0.870  -1.062  -0.05
H  2.478  -0.672  -1.932  0.01
H  2.523  -0.887  -0.319  0.00
H  3.485  -2.827  -2.099  0.00
H  2.973  -5.206  -2.514  0.00
H  0.704  -6.075  -1.989  0.00
H  -1.004  -4.575  -1.081  0.00
H  -1.278  -3.528  1.041  0.00
H  -3.380  -2.549  1.825  0.00
H  -4.338  -0.555  0.717  0.00
H  -3.035  0.605  -1.046  0.00
O  0.571  0.515  1.033  0.08
C  0.314  1.610  1.822  0.01
C  0.219  1.398  3.187  0.00
C  0.017  2.474  4.031  0.00
C  -0.097  3.766  3.520  0.00
C  -0.007  3.968  2.162  0.01
C  0.203  2.894  1.287  0.00
C  0.306  3.124  -0.145  0.02
N  0.387  2.189  -1.117  0.03
C  0.456  2.862  -2.349  0.02
C  0.419  4.182  -2.108  0.00
N  0.323  4.321  -0.735  0.01
H  0.316  0.390  3.566  0.00
H  -0.054  2.309  5.098  0.00
H  -0.259  4.605  4.182  0.00
H  -0.109  4.978  1.783  0.00
H  0.529  2.342  -3.289  0.00
H  0.451  5.029  -2.772  0.00
H  0.294  5.203  -0.248  0.00

(3)
Entry from the OMol25 dataset: C2H2N2O in the gas phase (ωB97M-V/def2-TZVPD).

For the relative energy (zero: lowest compared OMol25 entry of this formula, charge and spin), the calculation gives 105.4 kcal/mol. The HOMO-LUMO gap is 10.330 eV. Its charge is 0. The energy comes out at -261.995977 a.u. The SMILES is O/N=c1/cn1. As for the LUMO energy: 0.55 eV.

Last column: natural (NBO) charge in e.
Positions of all 7 atoms, in Å:
O  -0.714  1.372  -1.365  -0.58
N  -0.347  0.054  -0.953  -0.20
C  0.129  -0.060  0.201  0.28
C  0.707  -0.944  1.080  0.07
N  0.854  0.257  1.464  -0.26
H  -1.567  1.248  -1.856  0.47
H  0.937  -1.926  1.429  0.21

(4)
Entry from the OMol25 dataset: 3 unconnected molecules or ions with the total composition C40H45BF3NO2 (ωB97M-V/def2-TZVPD).

The HOMO-LUMO gap is 4.919 eV. Its charge is 0. The energy comes out at -2080.927996 a.u. As for the LUMO energy: -0.93 eV.

Last column: Mulliken charge in e.
Positions of all 92 atoms, in Å:
C  5.554  3.096  0.305  -1.94
C  5.403  2.027  1.382  2.18
C  6.757  1.615  1.963  -1.83
C  4.546  2.600  2.551  -1.01
O  3.396  1.838  2.941  -0.42
B  3.216  0.542  2.546  1.05
C  1.862  -0.103  2.920  -0.08
C  1.057  0.472  3.918  -0.67
C  0.009  -0.262  4.471  -0.76
C  -0.278  -1.527  3.967  0.28
C  -1.275  -2.373  4.696  0.76
F  -1.397  -3.635  4.181  -0.30
F  -0.991  -2.513  6.020  -0.28
F  -2.525  -1.801  4.624  -0.26
C  0.355  -2.002  2.823  -0.31
C  1.421  -1.278  2.292  -0.50
C  -0.801  1.689  -0.217  1.03
C  -0.114  2.237  -1.413  -1.37
C  -1.096  2.581  0.877  0.69
C  -1.646  2.114  2.109  -0.05
C  -1.818  2.966  3.204  -0.88
C  -1.357  4.292  3.144  -0.50
C  -0.756  4.762  1.963  -0.79
C  -0.713  3.953  0.835  -0.60
O  4.141  -0.089  1.742  -0.56
C  4.761  0.763  0.744  -0.90
H  4.553  3.363  -0.066  0.44
H  6.045  3.989  0.713  0.43
H  6.165  2.716  -0.527  0.39
H  6.593  0.834  2.725  0.40
H  7.408  1.226  1.171  0.43
H  7.247  2.483  2.425  0.42
H  5.179  2.685  3.444  0.29
H  4.168  3.604  2.315  0.25
H  1.272  1.476  4.289  0.37
H  -0.576  0.150  5.292  0.41
H  0.045  -2.929  2.352  0.47
H  1.960  -1.653  1.419  0.57
H  -0.482  0.697  0.130  -0.06
H  -0.138  1.536  -2.247  0.14
H  -0.583  3.170  -1.756  0.44
H  0.943  2.450  -1.205  0.25
H  -1.894  1.051  2.188  0.45
H  -2.280  2.594  4.128  0.36
H  -1.446  4.945  4.021  0.36
H  -0.311  5.759  1.931  0.39
H  -0.272  4.364  -0.074  0.25
H  4.021  1.030  -0.035  0.34
H  5.562  0.175  0.274  0.34
C  -4.065  -1.034  -3.896  -1.40
C  -2.927  -0.238  -4.548  2.27
C  -2.981  -0.419  -6.072  -2.08
C  -3.015  1.251  -4.205  -1.52
C  -1.618  -0.792  -4.025  -0.87
N  -0.794  -1.512  -4.818  0.05
C  0.303  -1.987  -4.106  -0.52
C  0.150  -1.568  -2.773  0.94
C  1.057  -2.044  -1.825  -0.27
C  2.070  -2.923  -2.234  -0.81
C  2.213  -3.310  -3.584  -0.60
C  1.297  -2.855  -4.542  -0.88
C  -1.097  -0.794  -2.704  -0.36
C  -1.710  -0.257  -1.531  -0.31
C  -2.161  -1.129  -0.483  0.81
C  -1.813  -2.504  -0.427  -0.27
C  -2.415  -3.344  0.489  -1.35
C  -3.338  -2.860  1.416  1.09
C  -3.966  -3.784  2.403  -1.58
C  -3.614  -1.485  1.445  -0.82
C  -3.023  -0.629  0.530  -0.85
H  -4.042  -0.963  -2.800  0.24
H  -5.046  -0.683  -4.248  0.43
H  -3.984  -2.098  -4.158  0.34
H  -2.159  0.119  -6.561  0.39
H  -2.943  -1.478  -6.357  0.35
H  -3.925  -0.013  -6.456  0.43
H  -2.078  1.759  -4.476  0.32
H  -3.833  1.721  -4.772  0.47
H  -3.200  1.423  -3.138  0.24
H  -0.920  -1.704  -5.806  0.28
H  0.953  -1.730  -0.787  0.80
H  2.761  -3.324  -1.490  0.44
H  3.020  -3.988  -3.879  0.38
H  1.321  -3.159  -5.589  0.39
H  -2.239  0.697  -1.615  0.68
H  -1.059  -2.921  -1.088  0.48
H  -2.157  -4.403  0.501  0.30
H  -3.884  -3.394  3.421  0.29
H  -5.030  -3.922  2.192  0.41
H  -3.481  -4.759  2.351  0.34
H  -4.286  -1.090  2.210  0.34
H  -3.234  0.447  0.538  0.83

(5)
Entry from the OMol25 dataset: C2HNO3S in the gas phase (ωB97M-V/def2-TZVPD).

For the relative energy (zero: lowest compared OMol25 entry of this formula, charge and spin), the calculation gives 91.2 kcal/mol. The HOMO-LUMO gap (alpha / beta) is 7.287 / 6.503 eV. Its charge is 0. The energy comes out at -755.207844 a.u. The spin multiplicity is 3. As for the expectation value of S²: 2.024. As for the LUMO energy (alpha / beta): 0.25 / -4.17 eV.

Last column: Löwdin spin population.
Positions of all 8 atoms, in Å:
C  3.086  -0.140  -1.862  0.12
C  1.523  -0.798  0.174  0.33
N  2.785  -0.107  -2.964  0.23
O  1.380  -1.594  1.007  0.11
O  -0.503  0.309  -0.564  0.24
O  0.952  0.100  -0.585  0.07
S  3.545  -0.056  -0.278  0.90
H  -0.494  1.060  0.087  0.01

(6)
Entry from the OMol25 dataset: a molecular structure, C9H16NO16Y (ωB97M-V/def2-TZVPD).

For the relative energy (zero: lowest compared OMol25 entry of this formula, charge and spin), the calculation gives 124.6 kcal/mol. The HOMO-LUMO gap is 1.876 eV. Its charge is -2. The energy comes out at -1649.038030 a.u. As for the LUMO energy: -1.34 eV.

Last column: natural (NBO) charge in e.
Positions of all 43 atoms, in Å:
Y  -0.427  1.548  2.293  1.33
O  -1.737  7.059  -0.665  -0.71
C  -1.696  5.942  0.143  0.92
O  -1.060  5.839  1.216  -0.71
O  -2.252  4.892  -0.080  -0.74
H  -2.094  6.580  -1.416  0.48
O  2.599  -4.917  3.007  -0.70
C  2.607  -3.592  3.027  0.91
O  1.606  -2.916  3.239  -0.74
O  3.697  -3.104  2.715  -0.63
H  1.699  -5.049  3.314  0.47
O  3.717  2.140  -3.320  -0.70
C  3.890  1.567  -2.154  0.89
O  5.011  1.048  -1.861  -0.74
O  2.987  1.675  -1.349  -0.65
H  4.569  1.717  -3.449  0.49
O  -5.255  -0.033  6.436  -0.69
C  -4.387  0.444  5.525  0.92
O  -3.395  1.205  5.644  -0.65
O  -4.362  0.193  4.333  -0.68
H  -5.813  -0.612  5.913  0.49
O  4.945  3.293  6.583  -0.69
C  4.574  2.558  5.573  0.91
O  3.439  2.417  5.159  -0.66
O  5.504  2.065  4.904  -0.59
H  4.161  3.843  6.655  0.48
C  -2.668  -0.368  -4.018  -0.61
C  -2.197  -1.609  -3.401  -0.07
C  -1.029  -2.176  -4.180  -0.08
O  -0.675  -3.283  -3.428  -0.57
C  0.477  -4.066  -3.696  -0.24
N  -1.772  -1.308  -2.058  -0.82
H  -2.777  -0.619  -5.073  0.18
H  -1.884  0.380  -3.903  0.23
H  -3.603  -0.007  -3.592  0.21
H  -2.979  -2.360  -3.287  0.16
H  -0.254  -1.413  -4.257  0.19
H  -1.446  -2.449  -5.149  0.16
H  0.263  -4.193  -4.757  0.16
H  0.457  -5.020  -3.169  0.20
H  1.410  -3.510  -3.597  0.19
H  -2.623  -1.650  -1.635  0.34
H  -1.231  -2.152  -2.184  0.38

The records above yield max |F| values of 0.8; 0.6; 1.4; 2.0; 3.2; 6.6 eV/A, respectively.